Entry from OMol25: a structure of composition C45H42I2N5O4RbTe (ωB97M-V/def2-TZVPD).

Output
molecular weight	1183.7	g/mol
max |F|	2.81	eV Å⁻¹
spin multiplicity	1
total charge	-2
DFT total energy	-87138.5769	eV
LUMO energy	3.439	eV
orbital gap	0.2166	Ha

Structure (XYZ):
```
100
Properties=species:S:1:pos:R:3:forces:R:3
I 14.12088 14.10725 11.09007 -0.1 0.2 0.2
I 16.34007 9.35112 8.23609 -0.3 0.2 0.4
Te 14.96107 12.79917 19.84704 0.0 -1.0 0.9
Rb 12.72531 11.18239 16.04611 0.2 -0.2 -0.3
O 13.24239 11.67394 13.16939 -0.3 0.5 0.7
O 11.29052 7.87388 15.62513 0.2 0.8 0.5
O 12.28693 13.33258 17.76130 0.7 -0.2 0.6
O 10.28592 9.91966 15.69007 0.0 -1.2 -0.3
N 14.42595 7.59673 17.28417 1.3 0.9 -0.2
N 14.26280 15.20331 17.19547 -1.0 -1.3 0.2
N 12.97254 15.33426 16.73917 0.9 1.0 0.4
N 14.35029 8.86412 14.14522 0.1 0.0 0.2
N 16.79107 15.68785 18.46344 -0.6 -0.3 0.7
C 15.14587 7.76349 16.13903 -1.4 -1.0 1.3
C 10.29692 16.05547 16.68827 -0.3 0.7 0.3
C 16.36326 16.13892 17.29918 2.3 0.5 -1.1
C 8.65085 14.01113 15.86413 -1.3 -0.1 0.1
C 17.29284 16.49110 16.24918 0.7 -0.8 1.8
C 16.81834 11.30623 24.54584 1.4 0.2 -0.3
C 9.85657 13.67194 16.39900 1.9 2.1 -0.1
C 10.44416 8.73087 15.27080 0.6 0.2 0.1
C 14.92484 11.24895 22.46274 0.9 0.5 0.0
C 18.67105 16.23359 16.44389 -1.6 0.7 -0.8
C 15.29684 10.12717 9.92845 0.5 0.6 -1.0
C 13.97214 11.41563 21.29564 0.2 -0.4 0.0
C 16.29174 11.43779 22.20911 0.4 0.5 -0.4
C 7.14905 6.69743 10.95904 0.7 -1.5 -0.9
C 8.96617 6.95957 14.27333 0.5 -0.6 0.0
C 14.75939 9.31213 10.87090 -1.2 0.5 1.1
C 14.46707 17.53834 16.42623 0.4 -0.5 -1.0
C 9.19278 6.09055 15.50512 -0.6 0.1 -0.4
C 8.16426 6.46086 13.24512 0.1 0.5 0.6
C 15.07903 11.49699 10.02212 -0.3 -0.2 0.5
C 14.56356 11.02248 23.77648 -0.2 0.2 0.1
C 9.00217 16.34726 16.30134 -1.0 -0.1 -0.7
C 12.15049 14.42089 17.16570 -1.8 -0.6 -0.5
C 14.41631 12.05281 11.10293 -0.1 -0.9 0.0
C 7.97920 7.20930 12.08019 0.2 0.0 0.7
C 17.17954 8.11772 17.35788 1.6 0.2 -0.4
C 8.16461 15.32302 15.84368 1.3 0.4 0.4
C 13.51079 8.85942 12.95205 -0.4 -0.6 -0.7
C 14.93932 16.25196 17.06147 0.1 1.3 -1.0
C 9.80332 10.39325 12.92145 1.6 0.3 -1.4
C 16.44025 8.11614 18.52230 -0.2 -0.5 -0.3
C 13.85300 11.23820 12.17940 0.2 0.4 -1.2
C 9.37064 8.97898 13.02264 -0.3 -0.1 -0.2
C 15.09614 7.82818 18.41814 -1.0 -0.1 0.0
C 14.00233 9.84500 11.91376 0.6 -1.0 0.6
C 14.30186 7.61561 14.90534 0.8 0.1 -0.6
C 8.62279 8.43494 11.99448 -0.4 0.0 -1.3
C 15.51281 11.10509 24.81464 -2.2 -1.1 0.8
C 10.72589 14.76294 16.73292 0.2 -2.3 0.2
C 19.00549 15.74640 17.67951 1.2 -0.2 0.8
C 16.52252 7.95907 16.16274 -0.5 0.1 -1.3
C 17.24431 11.48915 23.24696 -1.0 -0.5 -1.1
C 16.65746 11.72494 20.76614 -0.5 0.8 1.0
C 9.59622 8.19887 14.14200 -0.8 0.5 0.5
C 18.08245 15.51983 18.67490 -0.3 -0.5 0.4
H 7.68027 5.50275 13.45307 0.0 0.2 -0.5
H 18.29066 8.23770 17.29915 -1.1 0.0 0.5
H 8.26246 5.51496 15.65358 0.3 0.1 0.3
H 16.83628 8.18664 19.50545 0.6 0.3 0.5
H 15.35956 12.10524 9.20514 0.5 0.7 -0.6
H 9.45113 6.70955 16.36787 -0.2 -0.4 -0.1
H 7.36444 5.59679 10.89726 -0.2 0.8 -0.3
H 20.03458 15.58202 17.88816 0.8 -0.3 0.2
H 10.00521 5.37294 15.34062 0.0 0.3 0.0
H 14.65597 6.74621 14.32698 0.2 0.0 -0.2
H 9.89148 10.72466 11.86230 -0.4 -0.2 0.6
H 17.57275 11.29531 25.30756 0.1 0.1 0.5
H 13.44882 17.74798 16.65454 -0.8 -0.1 0.1
H 10.26203 12.67240 16.41991 -0.4 -0.1 0.1
H 12.99037 11.75080 21.65167 0.3 0.0 -0.3
H 7.19717 15.56084 15.44926 -0.4 0.0 -0.1
H 8.54140 8.97745 11.03354 -0.1 -0.1 0.6
H 10.97156 16.84001 17.00428 0.1 0.0 -0.1
H 14.76796 8.25972 10.83653 0.4 -1.2 -0.3
H 12.46295 9.00337 13.23275 0.1 0.4 0.1
H 17.02336 7.98232 15.18626 0.1 0.1 0.5
H 13.28716 7.37044 15.18001 -0.3 0.3 0.3
H 17.54101 12.32055 20.84115 0.7 0.5 -0.6
H 9.16896 11.03919 13.46598 -1.0 0.7 0.5
H 14.54659 17.45749 15.30564 -0.1 0.2 1.0
H 10.77879 10.60670 13.34636 0.2 -0.3 0.1
H 15.05438 18.36124 16.80187 0.4 0.4 -0.1
H 15.30715 9.09780 13.88204 -0.3 -0.1 0.0
H 18.31916 15.12823 19.69378 0.2 0.4 -1.0
H 15.21931 10.88574 25.85443 -0.1 0.3 -0.6
H 7.43247 7.16427 9.99459 -0.2 -0.2 0.5
H 8.02544 13.22261 15.50651 -0.4 -0.4 -0.3
H 8.64717 17.37736 16.27244 0.1 -0.1 0.1
H 13.85925 10.43910 20.80101 -0.1 0.4 -0.1
H 16.84163 10.83837 20.20351 0.1 -0.7 -0.5
H 16.91363 16.91838 15.36279 -0.3 0.3 -1.0
H 19.47219 16.41966 15.68808 -1.0 -0.1 0.6
H 14.48831 7.80137 19.32316 0.1 -0.2 -0.1
H 18.30383 11.58113 23.06721 0.1 0.2 -0.4
H 13.48496 7.85252 12.46402 0.3 0.3 0.3
H 13.50942 10.81784 23.92606 0.0 0.1 0.6
H 6.07509 6.75638 11.08095 -0.3 0.4 0.2
```
Positions in Å, forces in eV/Å.

Löwdin atomic charge list, values in e, 99 entries: atom 1 (I): 0.83, atom 2 (I): 0.69, atom 3 (Te): 1.25, atom 4 (Rb): 0.81, atom 5 (O): -0.16, atom 6 (O): -0.04, atom 7 (O): -0.22, atom 8 (O): -0.16, atom 9 (N): 0.14, atom 10 (N): 0.09, atom 11 (N): 0.04, atom 12 (N): -0.04, atom 13 (N): 0.10, atom 14 (C): -0.25, atom 15 (C): -0.07, atom 16 (C): -0.24, atom 17 (C): -0.10, atom 18 (C): 0.02, atom 19 (C): -0.14, atom 20 (C): 0.00, atom 21 (C): -0.66, atom 22 (C): -0.31, atom 23 (C): -0.08, atom 24 (C): -0.74, atom 25 (C): -0.39, atom 26 (C): -0.28, atom 27 (C): -0.08, atom 28 (C): -0.20, atom 29 (C): -0.15, atom 30 (C): -0.04, atom 31 (C): -0.05, atom 32 (C): -0.03, atom 33 (C): -0.28, atom 34 (C): -0.04, atom 35 (C): -0.10, atom 36 (C): -0.56, atom 37 (C): -0.65, atom 38 (C): -0.30, atom 39 (C): -0.09, atom 40 (C): -0.10, atom 41 (C): -0.18, atom 42 (C): -0.34, atom 43 (C): -0.03, atom 44 (C): -0.09, atom 45 (C): -0.51, atom 46 (C): -0.21, atom 47 (C): -0.15, atom 48 (C): -0.15, atom 49 (C): -0.18, atom 50 (C): -0.02, atom 51 (C): -0.11, atom 52 (C): -0.13, atom 53 (C): -0.13, atom 54 (C): -0.04, atom 55 (C): -0.05, atom 56 (C): -0.43, atom 57 (C): -0.06, atom 58 (C): -0.16, atom 59 (H): 0.11, atom 60 (H): 0.12, atom 61 (H): 0.07, atom 62 (H): 0.09, atom 63 (H): 0.05, atom 64 (H): 0.07, atom 65 (H): 0.08, atom 66 (H): 0.08, atom 67 (H): 0.08, atom 68 (H): 0.12, atom 69 (H): 0.10, atom 70 (H): 0.09, atom 71 (H): 0.04, atom 72 (H): 0.08, atom 73 (H): 0.06, atom 74 (H): 0.08, atom 75 (H): 0.12, atom 76 (H): 0.10, atom 77 (H): 0.08, atom 78 (H): 0.11, atom 79 (H): 0.12, atom 80 (H): 0.08, atom 81 (H): 0.03, atom 82 (H): 0.07, atom 83 (H): 0.10, atom 84 (H): 0.05, atom 85 (H): 0.06, atom 86 (H): 0.11, atom 87 (H): 0.11, atom 88 (H): 0.10, atom 89 (H): 0.08, atom 90 (H): 0.09, atom 91 (H): 0.09, atom 92 (H): 0.05, atom 93 (H): 0.02, atom 94 (H): 0.09, atom 95 (H): 0.11, atom 96 (H): 0.10, atom 97 (H): 0.10, atom 98 (H): 0.12, atom 99 (H): 0.11